<one>
The following is a quantum chemistry calculation of a 2-piece molecular cluster, C2H3NO2 overall, from OMol25.

The geometry in ORCA input format:
```
! RIJCOSX wB97M-V def2-TZVPD def2/J DEFGRID3
* xyz 0 1
C 0.41 -0.09 -0.65
C -0.40 -0.40 0.55
N -0.58 0.85 -1.03
O -0.34 -1.30 -0.55
O -1.23 0.76 0.24
H 2.73 -1.07 1.06
H -0.18 -0.65 1.50
H -0.42 1.90 -1.12
*
```

## Properties
Kohn-Sham gap (alpha / beta) ... 5.078 / 3.694 eV

=====

<two>
The following is a quantum chemistry calculation of one molecule with the formula C2H3NO2, from OMol25.

The geometry in ORCA input format:
```
! RIJCOSX wB97M-V def2-TZVPD def2/J DEFGRID3
* xyz 0 1
C 1.63 -0.22 0.09
N 0.42 -0.70 -0.23
O -0.33 0.59 -0.10
C -1.71 0.26 -0.06
O -2.09 -0.87 0.08
H 2.43 -1.01 -0.11
H 1.96 0.74 0.43
H -2.31 1.21 -0.09
*
```

## Properties
SMILES string ... C=NOC=O
Kohn-Sham gap ... 11.224 eV

=====

Winner for stability: <two>

=====

<one>
The following is a quantum chemistry calculation of one molecule with the formula C2H3NO2, from OMol25.

The geometry in ORCA input format:
```
! RIJCOSX wB97M-V def2-TZVPD def2/J DEFGRID3
* xyz 0 1
O -2.41 0.07 0.11
C -1.43 -0.47 -0.20
N -0.27 -0.47 0.67
C 0.69 0.32 -0.03
O 0.87 -1.06 0.03
H -1.17 -0.98 -1.21
H 0.58 0.80 -1.04
H 1.40 0.79 0.65
*
```

## Properties
SMILES string ... O=CN1CO1
Kohn-Sham gap ... 11.300 eV

=====

<two>
The following is a quantum chemistry calculation of one molecule with the formula C2H3NO2, from OMol25.

The geometry in ORCA input format:
```
! RIJCOSX wB97M-V def2-TZVPD def2/J DEFGRID3
* xyz 0 1
C -1.63 -0.23 0.06
N -0.44 -0.56 -0.27
O 0.39 0.57 -0.11
C 1.65 0.27 -0.06
O 2.02 -0.88 0.08
H -2.37 -1.08 -0.12
H -1.87 0.78 0.59
H 2.26 1.13 -0.18
*
```

## Properties
SMILES string ... C=NOC=O
Kohn-Sham gap ... 11.343 eV

=====

<three>
The following is a quantum chemistry calculation of one molecule with the formula C2H3NO2, from OMol25.

The geometry in ORCA input format:
```
! RIJCOSX wB97M-V def2-TZVPD def2/J DEFGRID3
* xyz 0 1
O -1.91 0.42 0.26
N -0.93 -0.12 -0.54
C 0.67 0.31 -0.09
C 0.84 -0.98 0.16
O -0.47 -1.44 -0.07
H -2.81 0.00 -0.13
H 1.11 1.30 -0.13
H 1.64 -1.73 0.52
*
```

## Properties
SMILES string ... On1cco1
Kohn-Sham gap ... 10.381 eV

=====

Winner for stability: <two>

=====

<one>
The following is a quantum chemistry calculation of one molecule with the formula C2H3NO2, from OMol25.

The geometry in ORCA input format:
```
! RIJCOSX wB97M-V def2-TZVPD def2/J DEFGRID3
* xyz 0 1
C 1.54 0.34 0.00
C 0.22 -0.02 0.00
N 2.57 1.01 0.08
O 3.00 -1.02 -0.08
O 3.61 0.23 0.02
H 0.06 -0.82 -0.83
H -0.17 -0.32 0.90
H -0.37 0.93 -0.04
*
```

## Properties
Kohn-Sham gap ... 8.902 eV

=====

<two>
The following is a quantum chemistry calculation of one molecule with the formula C2H3NO2, from OMol25.

The geometry in ORCA input format:
```
! RIJCOSX wB97M-V def2-TZVPD def2/J DEFGRID3
* xyz 0 1
C 1.71 -0.36 -0.10
N 0.74 0.36 0.04
O -0.59 -0.39 -0.04
C -1.70 0.35 0.05
O -2.78 -0.14 0.17
H 2.61 0.26 -0.11
H 1.68 -1.54 -0.15
H -1.67 1.46 0.13
*
```

## Properties
SMILES string ... C=NOC=O
Kohn-Sham gap ... 11.452 eV

=====

<three>
The following is a quantum chemistry calculation of one molecule with the formula C2H3NO2, from OMol25.

The geometry in ORCA input format:
```
! RIJCOSX wB97M-V def2-TZVPD def2/J DEFGRID3
* xyz 0 1
N 0.76 0.58 1.20
C 0.10 0.26 0.11
O 0.55 -0.73 -0.61
C -0.88 -0.48 -1.12
O -1.77 -1.24 -0.87
H 1.59 0.07 1.48
H 0.44 1.34 1.78
H -0.79 0.19 -1.98
*
```

## Properties
Kohn-Sham gap ... 9.970 eV

=====

Winner for stability: <three>

=====

<one>
The following is a quantum chemistry calculation of one molecule with the formula C2H3NO2, from OMol25.

The geometry in ORCA input format:
```
! RIJCOSX wB97M-V def2-TZVPD def2/J DEFGRID3
* xyz 0 1
C 0.32 0.14 0.04
C -1.13 -0.01 0.03
N 1.28 0.92 -0.03
O 1.90 -1.18 0.05
O 2.40 0.19 0.01
H -1.72 0.40 -0.94
H -1.43 -1.06 0.06
H -1.62 0.60 0.80
*
```

## Properties
Kohn-Sham gap ... 8.494 eV

=====

<two>
The following is a quantum chemistry calculation of one molecule with the formula C2H3NO2, from OMol25.

The geometry in ORCA input format:
```
! RIJCOSX wB97M-V def2-TZVPD def2/J DEFGRID3
* xyz 0 1
O 2.38 0.27 -0.04
C 1.17 0.47 0.07
C 0.14 -0.45 -0.05
N -1.15 -0.18 0.05
O -1.86 0.89 -0.07
H 0.71 1.41 0.41
H 0.42 -1.52 -0.37
H -1.81 -0.89 0.00
*
```

## Properties
SMILES string ... O=C/C=[NH+]\[O-]
Kohn-Sham gap (alpha / beta) ... 8.736 / 8.738 eV

=====

Winner for stability: <two>

=====

<one>
The following is a quantum chemistry calculation of a 2-piece molecular cluster, C2H3NO2 overall, from OMol25.

The geometry in ORCA input format:
```
! RIJCOSX wB97M-V def2-TZVPD def2/J DEFGRID3
* xyz 0 1
C 0.37 0.64 0.58
C -0.63 -0.41 0.14
N 1.34 -0.76 -0.90
O 0.24 -1.35 -0.52
O 1.39 0.35 -0.18
H -0.15 2.57 0.17
H -0.98 -0.86 1.01
H -1.57 -0.18 -0.29
*
```

## Properties
Kohn-Sham gap (alpha / beta) ... 8.414 / 8.264 eV

=====

<two>
The following is a quantum chemistry calculation of a 2-piece molecular cluster, C2H3NO2 overall, from OMol25.

The geometry in ORCA input format:
```
! RIJCOSX wB97M-V def2-TZVPD def2/J DEFGRID3
* xyz 0 1
C 0.54 0.16 -0.10
C -1.83 0.04 2.82
N -0.17 -0.31 -1.03
O 0.10 0.39 1.11
O -1.56 0.44 3.83
H 1.55 0.46 -0.10
H -0.71 -0.18 1.18
H 0.40 -0.38 -1.89
*
```

## Properties
Kohn-Sham gap ... 11.522 eV

=====

<three>
The following is a quantum chemistry calculation of one molecule with the formula C2H3NO2, from OMol25.

The geometry in ORCA input format:
```
! RIJCOSX wB97M-V def2-TZVPD def2/J DEFGRID3
* xyz 0 1
C 0.87 1.14 0.53
C 0.07 0.18 -0.16
N 1.99 1.15 1.02
O 0.76 2.61 0.33
O 0.45 3.14 -0.79
H -0.73 -0.37 0.23
H -0.39 0.65 -1.03
H 0.87 -0.41 -0.68
*
```

## Properties
Kohn-Sham gap (alpha / beta) ... 9.454 / 9.205 eV

=====

Winner for stability: <two>

=====

<one>
The following is a quantum chemistry calculation of one molecule with the formula C2H3NO2, from OMol25.

The geometry in ORCA input format:
```
! RIJCOSX wB97M-V def2-TZVPD def2/J DEFGRID3
* xyz 0 1
C 1.09 -0.85 0.59
C 0.25 -0.25 -0.32
N -1.91 0.47 0.47
O -1.23 -0.42 -0.16
O -1.22 1.29 1.00
H 2.17 -0.86 0.08
H 0.50 0.90 -0.20
H 0.35 -0.29 -1.48
*
```

## Properties
Kohn-Sham gap ... 8.640 eV

=====

<two>
The following is a quantum chemistry calculation of one molecule with the formula C2H3NO2, from OMol25.

The geometry in ORCA input format:
```
! RIJCOSX wB97M-V def2-TZVPD def2/J DEFGRID3
* xyz 0 1
O 1.67 -0.33 1.00
C 1.08 -0.87 0.09
N -0.08 -0.36 -0.50
C -0.85 0.66 0.00
O -1.84 0.99 -0.54
H 1.48 -1.83 -0.35
H -0.58 -0.88 -1.28
H -0.45 1.20 0.91
*
```

## Properties
SMILES string ... O=CNC=O
Kohn-Sham gap ... 11.137 eV

=====

Winner for stability: <two>